No. 1
Molecular formula: C24H62BrClGaO8
Method: DFT, wB97M-V/def2-TZVPD

Results
HOMO energy: -0.182 hartree
HOMO-LUMO gap: 0.26712 Ha
Net charge: -1

Geometry as XYZ:
```
97
C24H62BrClGaO8 wB97M-V/def2-TZVPD
C -2.581 -0.927 3.184
C -2.433 -2.166 2.151
C -1.034 -2.081 1.357
C -1.135 -0.823 0.340
C -0.346 -1.196 -1.022
Ga -0.181 0.777 1.236
C -1.209 2.569 1.160
C -1.890 2.921 -0.226
O -2.057 4.138 -0.504
Cl -2.507 1.729 -1.457
C 1.809 1.005 0.605
C 2.860 0.746 1.797
C 2.819 1.906 2.919
Br 2.614 -0.997 2.729
H -3.533 -1.060 3.816
H -2.682 0.066 2.636
H -1.641 -0.862 3.820
H -2.480 -3.154 2.720
H -3.269 -2.031 1.395
H -0.128 -1.965 2.049
H -0.932 -3.009 0.692
H -2.242 -0.603 0.147
H 0.694 -1.554 -0.680
H -0.930 -2.031 -1.527
H -0.152 -0.291 -1.687
H -0.063 0.397 2.813
H -1.927 2.646 2.056
H -0.431 3.398 1.345
H 1.947 2.115 0.324
H 2.013 0.335 -0.303
H 3.905 0.785 1.333
H 1.755 2.024 3.330
H 3.501 1.621 3.802
H 3.205 2.881 2.445
C -1.952 0.915 -5.126
C -2.102 -0.435 -5.800
O -2.558 -1.406 -4.865
H -1.246 0.852 -4.294
H -1.596 1.667 -5.834
H -2.907 1.248 -4.709
H -1.143 -0.774 -6.195
H -2.818 -0.381 -6.627
H -3.411 -1.105 -4.525
C -3.895 5.570 -3.698
C -2.617 4.991 -4.274
O -1.586 5.009 -3.300
H -3.731 6.596 -3.358
H -4.696 5.568 -4.442
H -4.221 4.995 -2.827
H -2.282 5.582 -5.130
H -2.771 3.959 -4.606
H -1.888 4.475 -2.547
C 7.030 -0.736 4.984
C 6.855 -1.387 3.625
O 6.060 -2.561 3.741
H 7.504 -1.431 5.684
H 7.645 0.164 4.910
H 6.060 -0.466 5.411
H 7.824 -1.675 3.212
H 6.373 -0.702 2.925
H 5.202 -2.297 4.098
C 5.144 -0.529 -1.517
C 6.203 -1.241 -0.698
O 6.149 -0.813 0.657
H 5.288 0.553 -1.472
H 5.180 -0.846 -2.561
H 4.145 -0.734 -1.120
H 7.200 -1.017 -1.082
H 6.057 -2.326 -0.729
H 5.267 -1.024 0.993
C -7.403 -0.339 2.197
C -5.998 -0.719 2.624
O -5.446 -1.667 1.718
H -8.045 -1.223 2.160
H -7.840 0.385 2.889
H -7.398 0.094 1.193
H -6.010 -1.170 3.618
H -5.348 0.160 2.652
H -5.430 -1.259 0.842
C 8.798 1.921 -4.075
C 7.909 0.943 -3.331
O 6.541 1.216 -3.604
H 8.567 2.948 -3.783
H 9.853 1.725 -3.869
H 8.632 1.851 -5.154
H 8.062 1.032 -2.254
H 8.129 -0.088 -3.628
H 6.409 1.128 -4.556
C -8.473 -4.364 2.538
C -7.310 -5.309 2.311
O -6.475 -4.823 1.269
H -9.061 -4.252 1.623
H -9.126 -4.731 3.335
H -8.114 -3.367 2.810
H -7.671 -6.297 2.019
H -6.710 -5.415 3.221
H -6.150 -3.951 1.537
```


No. 2
Molecular formula: C24H63AsF6O22S7
Method: DFT, wB97M-V/def2-TZVPD

Results
HOMO energy: -0.023 hartree
HOMO-LUMO gap: 0.13841 Ha
Net charge: -2

Geometry as XYZ:
```
123
C24H63AsF6O22S7 wB97M-V/def2-TZVPD
C -5.335 1.857 1.557
C -6.562 0.933 1.658
C -7.641 1.350 0.676
O -6.304 -0.403 1.641
H -4.391 1.414 1.897
H -5.364 2.780 2.153
H -5.105 2.085 0.508
H -6.943 1.174 2.685
H -8.620 0.884 0.824
H -7.434 1.258 -0.398
H -7.908 2.427 0.713
As 0.237 0.079 0.879
F 0.668 1.630 0.132
F 0.275 0.884 2.427
F -0.067 -1.406 1.741
F 0.231 -0.731 -0.702
F 1.951 -0.328 0.888
F -1.446 0.471 0.615
O 6.222 0.385 -2.278
S 4.792 0.374 -2.358
O 3.960 -0.793 -2.164
O 4.279 1.529 -1.334
C 4.394 1.185 0.060
C 3.769 2.321 0.840
C 4.240 1.208 -3.857
H 5.419 0.981 0.372
H 3.761 0.308 0.209
H 2.688 2.343 0.714
H 4.129 3.315 0.558
H 4.084 2.219 1.880
H 4.274 0.490 -4.670
H 4.875 2.082 -3.950
H 3.201 1.448 -3.638
O -3.151 1.274 -5.027
S -1.814 1.402 -5.560
O -1.003 2.558 -5.319
O -0.908 0.091 -5.259
C -0.282 0.004 -3.961
C 0.872 -0.987 -4.056
C -1.960 1.226 -7.380
H -0.990 -0.198 -3.153
H 0.109 0.957 -3.585
H 0.599 -1.940 -4.514
H 1.064 -1.242 -3.013
H 1.751 -0.620 -4.578
H -1.090 0.866 -7.916
H -2.422 2.143 -7.742
H -2.758 0.501 -7.567
O 4.901 -3.984 -1.716
S 3.492 -3.722 -1.925
O 2.935 -3.213 -3.143
O 2.635 -5.153 -1.609
C 3.470 -6.178 -1.042
C 2.551 -7.366 -0.799
C 2.846 -2.855 -0.454
H 3.972 -5.907 -0.111
H 4.239 -6.430 -1.774
H 2.101 -7.727 -1.717
H 1.783 -7.055 -0.086
H 3.137 -8.066 -0.197
H 1.812 -2.588 -0.649
H 3.501 -2.036 -0.174
H 2.917 -3.515 0.411
O 0.303 5.180 5.498
S 0.218 3.906 4.840
O 1.172 2.836 5.088
O -1.303 3.356 5.174
C -1.637 1.987 4.800
C -3.145 1.814 4.816
C 0.037 4.213 3.054
H -1.193 1.318 5.536
H -1.234 1.814 3.803
H -3.493 0.828 4.519
H -3.618 2.598 4.227
H -3.451 1.947 5.859
H 0.333 3.301 2.532
H 0.874 4.868 2.813
H -0.957 4.532 2.768
O 7.376 -1.404 2.160
S 6.213 -2.160 2.568
O 6.042 -2.514 3.961
O 4.875 -1.483 1.985
C 3.862 -1.190 2.958
C 4.214 -0.082 3.970
C 6.165 -3.671 1.641
H 3.479 -2.040 3.524
H 2.964 -0.854 2.437
H 3.357 0.100 4.618
H 4.533 0.865 3.535
H 5.050 -0.396 4.595
H 5.575 -3.407 0.763
H 5.629 -4.410 2.236
H 7.113 -4.134 1.386
O -4.071 4.784 -2.085
S -2.875 4.436 -1.384
O -1.675 5.148 -1.739
O -3.085 4.494 0.209
C -3.996 5.508 0.674
C -3.747 5.713 2.161
C -2.511 2.652 -1.556
H -5.003 5.088 0.645
H -3.888 6.428 0.104
H -2.760 6.093 2.428
H -3.974 4.814 2.734
H -4.490 6.421 2.543
H -3.321 2.077 -1.122
H -1.565 2.511 -1.040
H -2.406 2.570 -2.635
O -5.003 -3.048 0.530
S -3.752 -3.593 0.050
O -3.503 -5.022 0.167
O -3.524 -3.098 -1.468
C -2.902 -3.932 -2.458
C -1.384 -3.883 -2.266
C -2.456 -2.620 0.882
H -3.059 -3.381 -3.387
H -3.285 -4.948 -2.491
H -1.014 -2.872 -2.428
H -0.908 -4.462 -3.065
H -1.166 -4.291 -1.281
H -1.575 -2.833 0.283
H -2.283 -2.863 1.923
H -2.812 -1.602 0.747
```


No. 3
Molecular formula: C24H63BF4N3O9
Method: DFT, wB97M-V/def2-TZVPD

Results
ΔE to the lowest compared entry with this formula, charge and spin: 2.080 eV
HOMO energy: -0.274 hartree
HOMO-LUMO gap: 0.35901 Ha
Net charge: -1

Geometry as XYZ:
```
104
C24H63BF4N3O9 wB97M-V/def2-TZVPD
B -0.015 0.225 -0.426
F -0.046 -1.209 -0.553
F 0.390 0.558 0.946
F 0.895 0.844 -1.279
F -1.280 0.761 -0.563
C -0.455 3.660 1.533
C -1.266 4.379 2.597
N -1.972 4.898 3.366
H 0.467 3.219 2.133
H -1.165 2.997 1.001
H -0.167 4.371 0.717
C -2.310 0.375 2.847
C -3.888 0.891 2.818
N -4.979 1.215 2.794
H -1.846 0.805 2.050
H -1.740 0.601 3.828
H -2.215 -0.701 3.225
C 3.195 -1.279 0.874
C 3.991 -1.960 -0.252
N 4.580 -2.528 -1.075
H 2.236 -1.789 0.800
H 3.799 -1.188 1.755
H 3.142 -0.321 0.493
C -0.367 4.252 -3.725
C 0.705 3.241 -3.915
O 0.789 2.944 -5.340
H -0.079 5.129 -4.343
H -0.148 4.595 -2.644
H -1.259 4.010 -3.834
H 0.553 2.310 -3.464
H 1.776 3.842 -3.887
H 1.322 2.242 -5.323
C -3.577 -1.724 -4.098
C -2.426 -0.998 -3.438
O -2.881 0.027 -2.565
H -3.120 -2.581 -4.614
H -4.189 -1.105 -4.696
H -4.214 -2.372 -3.447
H -1.708 -0.487 -4.347
H -1.727 -1.684 -3.101
H -2.129 0.039 -1.981
C 4.930 3.798 -0.482
C 3.905 2.670 -0.566
O 2.642 3.205 -0.341
H 5.816 3.382 -0.919
H 4.928 4.047 0.626
H 4.690 4.544 -1.114
H 4.082 2.005 0.022
H 3.906 2.270 -1.461
H 2.147 2.571 -0.936
C 0.637 -5.750 -0.744
C 0.860 -4.879 0.453
O -0.329 -4.786 1.291
H -0.326 -5.392 -1.400
H 0.166 -6.695 -0.460
H 1.550 -5.895 -1.211
H 1.061 -3.953 -0.080
H 1.664 -5.228 0.939
H -0.845 -3.952 1.109
C 2.130 -3.132 -4.016
C 1.267 -2.421 -2.989
O 0.816 -1.146 -3.411
H 2.206 -4.023 -3.519
H 3.192 -3.066 -4.092
H 1.830 -3.155 -4.968
H 1.898 -2.355 -2.047
H 0.349 -2.947 -2.794
H 0.455 -0.631 -2.693
C 2.936 1.803 5.142
C 2.007 1.766 3.925
O 1.475 0.359 3.572
H 3.465 0.678 5.354
H 2.299 1.906 5.998
H 3.673 2.704 4.931
H 2.440 2.061 2.900
H 1.167 2.610 4.178
H 1.099 0.357 2.725
C -0.080 -2.476 3.510
C 1.206 -3.293 3.873
O 2.403 -2.473 3.948
H -0.100 -1.875 2.496
H -0.339 -2.001 4.497
H -0.916 -3.053 3.468
H 1.438 -4.163 3.107
H 1.180 -3.878 4.854
H 2.234 -1.677 4.385
C -3.705 -3.800 1.207
C -3.297 -2.615 0.291
O -2.119 -3.080 -0.426
H -4.384 -3.569 1.917
H -2.960 -3.987 1.995
H -3.896 -4.528 0.411
H -3.101 -1.659 0.712
H -4.060 -2.428 -0.512
H -1.703 -2.375 -0.757
C -3.754 3.497 0.084
C -3.085 4.586 -0.656
O -3.652 5.822 -0.328
H -3.341 2.451 -0.255
H -4.902 3.366 0.064
H -3.556 3.633 1.200
H -3.134 4.500 -1.642
H -2.023 4.519 -0.572
H -3.213 6.722 -0.661
```


No. 4
Molecular formula: C24H64B2CuF8O24S8
Method: DFT, wB97M-V/def2-TZVPD

Results
Multiplicity: 3
HOMO energy (spin up / spin down): -0.440 / -0.440 hartree
HOMO-LUMO gap (spin up / spin down): 0.33722 / 0.07464 Ha
<S²>: 2.02
Net charge: +1

Geometry as XYZ:
```
131
C24H64B2CuF8O24S8 wB97M-V/def2-TZVPD
Cu 1.914 0.465 -1.605
B 0.402 -0.144 0.676
F -0.776 0.172 1.403
F 1.012 -1.320 1.189
F -0.133 -0.494 -0.545
F 1.250 0.822 0.426
B 0.666 2.469 -2.842
F 1.720 2.751 -1.974
F 1.379 1.979 -3.869
F 0.067 1.486 -2.151
F -0.120 3.580 -3.130
O 0.632 -4.799 4.873
S 1.278 -3.675 4.164
O 1.301 -3.613 2.688
O 0.648 -2.263 4.720
C -0.719 -2.034 4.538
C -1.213 -1.093 5.593
C 3.015 -3.360 4.758
H -1.394 -2.883 4.431
H -0.665 -1.482 3.599
H -1.172 -1.672 6.515
H -2.208 -0.663 5.483
H -0.394 -0.383 5.706
H 3.661 -4.173 4.426
H 2.962 -3.134 5.823
H 3.494 -2.496 4.297
O 2.685 3.072 4.580
S 1.688 2.110 5.045
O 1.415 1.777 6.456
O 0.309 2.785 4.433
C -0.825 3.021 5.288
C -1.720 3.934 4.375
C 1.660 0.725 3.904
H -0.516 3.420 6.254
H -1.375 2.102 5.493
H -2.202 3.489 3.504
H -1.025 4.668 3.968
H -2.473 4.519 4.903
H 0.660 0.585 3.494
H 2.002 -0.196 4.378
H 2.130 0.962 2.949
O -4.622 -3.033 0.373
S -3.344 -3.301 1.178
O -3.176 -2.814 2.571
O -3.116 -4.935 1.193
C -3.092 -5.666 0.017
C -4.479 -6.273 -0.081
C -1.870 -2.682 0.193
H -2.414 -6.517 0.085
H -2.813 -5.102 -0.873
H -5.096 -5.379 -0.165
H -4.692 -6.719 0.890
H -4.750 -6.852 -0.964
H -2.012 -1.602 0.141
H -1.861 -3.016 -0.845
H -0.971 -3.064 0.675
O 0.686 -2.939 -4.777
S 0.547 -1.554 -4.440
O 1.105 -0.953 -3.233
O 1.060 -0.633 -5.700
C 0.519 -0.912 -6.985
C -0.243 0.372 -7.454
C -1.287 -1.162 -4.466
H -0.164 -1.762 -6.977
H 1.362 -1.149 -7.634
H -1.260 0.544 -7.102
H -0.314 0.329 -8.541
H 0.352 1.192 -7.052
H -1.620 -1.737 -5.330
H -1.330 -0.075 -4.534
H -1.864 -1.382 -3.567
O 1.034 6.090 -0.712
S 0.466 5.909 0.635
O 0.768 6.897 1.685
O -1.192 5.812 0.473
C -1.668 5.026 -0.602
C -3.020 4.352 -0.250
C 0.966 4.171 1.240
H -1.024 4.160 -0.751
H -1.723 5.645 -1.497
H -3.139 3.350 -0.664
H -3.873 4.896 -0.653
H -3.146 4.166 0.817
H 1.190 3.629 0.321
H 0.054 3.833 1.733
H 1.828 4.445 1.848
O 4.319 1.236 1.770
S 4.524 1.669 0.369
O 3.596 1.352 -0.672
O 4.876 3.313 0.261
C 4.805 3.936 -0.967
C 4.900 5.403 -0.610
C 6.129 1.121 -0.245
H 3.767 3.776 -1.256
H 5.554 3.675 -1.715
H 5.771 5.597 0.015
H 3.960 5.657 -0.121
H 5.019 5.916 -1.565
H 6.317 1.419 -1.277
H 6.061 0.036 -0.315
H 6.815 1.374 0.563
O -3.344 -0.643 -1.859
S -4.212 0.452 -1.478
O -4.215 1.712 -2.190
O -5.839 -0.143 -1.468
C -6.359 -1.081 -2.408
C -6.994 -0.461 -3.713
C -4.075 0.831 0.316
H -7.189 -1.573 -1.900
H -5.627 -1.866 -2.595
H -6.337 0.211 -4.264
H -7.955 0.052 -3.674
H -7.093 -1.252 -4.456
H -4.673 1.732 0.457
H -2.993 0.960 0.296
H -4.325 -0.125 0.776
O 5.256 -1.859 -1.655
S 4.180 -2.261 -0.771
O 2.999 -1.390 -0.736
O 3.799 -3.754 -1.248
C 2.795 -3.873 -2.201
C 1.491 -4.347 -1.625
C 4.720 -2.589 0.881
H 3.061 -4.604 -2.964
H 2.726 -2.966 -2.800
H 0.981 -4.798 -2.476
H 0.951 -3.451 -1.321
H 1.664 -5.109 -0.865
H 4.173 -3.468 1.223
H 4.470 -1.620 1.313
H 5.775 -2.819 0.731
```


Values for E_tot, eV, ordered as above
-177212.0930, -223945.4231, -60349.6504, -229471.9963
Values for maximum force, eV/A, ordered as above
5.3, 2.7, 10.9, 5.4